(1)
C28H31FN2O4 | ωB97M-V with the def2-TZVPD basis set

Geometry as XYZ:
```
66
Properties=species:S:1:pos:R:3
C 5.44392 2.74070 3.38687
C 4.25207 2.96700 2.49686
O 4.43934 2.21007 1.28293
C 3.44994 2.46014 0.39133
C 3.79370 1.91412 -0.88757
F 4.85331 1.10521 -0.94418
C 3.10612 2.16627 -2.11572
O 1.95951 2.58391 -2.22687
O 3.90873 1.85666 -3.16324
C 3.38801 2.37718 -4.40463
C 4.33565 1.99328 -5.50856
O 2.42693 3.08056 0.64011
H 5.33547 3.34483 4.28845
H 5.51242 1.69155 3.68798
H 6.37123 3.03769 2.88822
H 3.32943 2.63488 2.99548
H 4.15311 4.03527 2.25319
H 2.39189 1.95362 -4.59332
H 3.29876 3.47155 -4.33391
H 3.99032 2.43263 -6.44498
H 5.34727 2.35949 -5.31081
H 4.35982 0.90705 -5.63566
C -5.04493 0.13554 2.88224
C -3.60542 0.03877 2.59767
N -2.68946 0.63418 3.39892
C -3.01615 1.36237 4.61440
C -1.39382 0.36632 2.94519
C -1.49880 -0.48482 1.81742
C -0.32299 -1.01439 1.29398
C 0.91071 -0.53116 1.75797
C 0.98902 0.33462 2.86133
C -0.18560 0.76994 3.49515
C -2.92982 -0.66588 1.56299
C -3.56188 -1.40909 0.56930
C -2.96369 -1.95927 -0.57714
C -3.16243 -3.28084 -1.05612
C -4.03601 -4.34681 -0.53678
N -2.30653 -3.50131 -2.08593
C -2.15034 -4.78134 -2.75394
C -1.56815 -2.34672 -2.36901
C -1.98510 -1.34408 -1.45804
C -1.37640 -0.09308 -1.50890
C -0.29927 0.09749 -2.38538
C 0.12876 -0.92234 -3.25304
C -0.51797 -2.16778 -3.25700
H -5.59863 -0.37719 2.09208
H -5.29518 -0.34260 3.84375
H -5.37069 1.18677 2.91718
H -2.08590 1.69910 5.07427
H -3.64809 2.23161 4.39354
H -3.55845 0.72206 5.32473
H -0.36676 -1.79538 0.54030
H 1.82813 -0.84950 1.25930
H 1.96581 0.65856 3.22586
H -0.18127 1.41146 4.37433
H -4.62043 -1.62646 0.72485
H -4.63673 -3.93876 0.28069
H -4.71975 -4.72061 -1.31447
H -3.45384 -5.19589 -0.14349
H -1.37570 -4.67563 -3.51578
H -1.85772 -5.55676 -2.03266
H -3.09034 -5.09904 -3.22464
H -1.74310 0.70580 -0.86617
H 0.22325 1.05699 -2.38877
H 0.95815 -0.72993 -3.93666
H -0.23346 -2.97861 -3.92550
```

Energy above the lowest of the compared OMol25 structures with the same formula, charge and spin ... 4.7 kcal/mol
DFT total energy ... -1595.81996 a.u.
LUMO level ... -2.117 eV
HOMO-LUMO gap ... 2.591 eV

(2)
C3H3LaO2 | ωB97M-V with the def2-TZVPD basis set

Geometry as XYZ:
```
9
Properties=species:S:1:pos:R:3
O 2.23911 -0.35496 -0.36776
O 1.12449 -0.06994 1.47340
C 1.82481 -1.58515 0.09093
C 0.81992 -1.34830 0.99551
C 1.60553 0.63362 0.37806
H 2.39016 -2.46988 -0.17949
H -0.93754 0.10483 -0.03232
La -0.84761 2.12454 -0.82164
H 0.52646 -2.05544 1.77250
```

Energy above the lowest of the compared OMol25 structures with the same formula, charge and spin ... 66.5 kcal/mol
<S²> ... 0.7512
Multiplicity ... 2
DFT total energy ... -297.67957 a.u.
LUMO level (spin up / spin down) ... -4.850 / -4.816 eV
HOMO-LUMO gap (spin up / spin down) ... 5.573 / 7.907 eV
Charge ... +1

(3)
C18H22BrF7O10S | ωB97M-V with the def2-TZVPD basis set

Geometry as XYZ:
```
59
Properties=species:S:1:pos:R:3
C 2.94532 -4.06911 1.63841
C 1.99800 -4.50270 0.51988
C 2.26510 -3.79289 -0.81751
C 1.43153 -2.54054 -1.01572
O 1.36584 -1.78508 0.21696
C 1.61897 -0.48267 0.17157
Br 3.59501 -0.20618 -0.29734
O 0.88513 0.20435 -0.81060
C 0.70741 1.52366 -0.42844
O 0.20128 2.31346 -1.15378
C 1.27078 1.70312 0.96851
C 0.59135 2.78616 1.80988
C 1.61627 3.71658 2.44600
C 2.21031 4.71824 1.48164
F 0.97722 4.41464 3.46227
C 1.36706 0.24994 1.48778
C 0.23175 -0.21986 2.41398
O 0.39696 -0.06930 3.59141
C -1.14269 -0.91239 2.03221
F -1.38662 -1.76487 3.03841
F -1.10508 -1.63198 0.90036
C -2.40376 0.01704 1.98727
F -2.32132 0.86665 3.02305
F -3.47814 -0.77195 2.17514
C -2.69060 0.86000 0.69761
F -2.16201 0.26965 -0.38449
F -2.11929 2.05863 0.83705
C -4.20709 0.99905 0.44315
O -4.79791 0.25787 -0.27835
O -4.70939 2.01986 1.13194
H 2.99015 -2.98264 1.73263
H 2.61860 -4.47299 2.59961
H 3.95482 -4.44363 1.45375
H 0.95919 -4.34368 0.82683
H 2.11419 -5.57921 0.37024
H 3.32668 -3.54112 -0.89213
H 2.00704 -4.46232 -1.64211
H 0.40018 -2.79883 -1.27098
H 1.83372 -1.90251 -1.80456
H 2.30830 2.01246 0.78897
H -0.07775 3.37547 1.18351
H 0.00803 2.35024 2.62258
H 2.41009 3.12177 2.91338
H 2.94490 5.34117 1.99350
H 1.42404 5.36150 1.08252
H 2.71762 4.21544 0.65490
H 2.24503 0.13983 2.12237
H -5.67458 2.00092 1.03115
O -1.59263 -1.06153 -6.50825
S -1.87993 0.12833 -5.78923
O -2.08063 1.35437 -6.47279
O -0.77479 0.29730 -4.65303
C -1.38664 0.39714 -3.35398
C -2.65336 -0.42574 -3.49293
O -3.12030 -0.10312 -4.81328
H -1.59994 1.44387 -3.13804
H -0.69692 0.00386 -2.61743
H -3.42405 -0.15806 -2.77573
H -2.45246 -1.49770 -3.43973
```

DFT total energy ... -5122.75849 a.u.
SMILES ... CCCCO[C@@]1(Br)OC(=O)[C@@H](C[C@@H](C)F)[C@H]1C(=O)C(F)(F)C(F)(F)C(F)(F)C(=O)O.O=S1(=O)OCCO1
LUMO level ... -0.557 eV
HOMO-LUMO gap ... 10.388 eV

(4)
C3H7NO | ωB97M-V with the def2-TZVPD basis set

Geometry as XYZ:
```
12
Properties=species:S:1:pos:R:3
O 1.67158 0.30796 0.95625
C 1.23333 -0.59857 -0.02514
C -0.29139 -0.48210 -0.31704
C -1.31254 0.24269 0.47873
N -0.58599 0.93530 -0.59840
H 1.25427 1.15052 0.71769
H 1.53627 -1.60773 0.28403
H 1.79340 -0.40395 -0.97479
H -0.67763 -1.33419 -0.89472
H -1.10157 0.55974 1.49654
H -2.39412 0.09839 0.31825
H -1.12562 1.13194 -1.44137
```

Energy above the lowest of the compared OMol25 structures with the same formula, charge and spin ... 52.4 kcal/mol
DFT total energy ... -248.44303 a.u.
SMILES ... OC[C@H]1CN1
LUMO level ... 1.057 eV
HOMO-LUMO gap ... 10.845 eV

(5)
C53H68N5O2P2S4Ti | ωB97M-V with the def2-TZVPD basis set

Geometry as XYZ:
```
135
Properties=species:S:1:pos:R:3
Ti -0.97784 1.24637 0.61029
C -1.48146 2.66115 -3.39580
C -2.23511 3.85091 -3.29143
C -2.59285 4.29143 -2.05597
C -2.21063 3.57717 -0.88288
N -1.50251 2.39606 -1.00349
C -1.15938 1.98851 -2.25621
N -2.60730 4.09620 0.28115
C -2.10318 3.71265 1.44213
N -0.98346 2.93857 1.62558
C -0.69674 2.87904 2.96743
N 0.39106 2.31059 3.48193
C 1.10742 1.41491 2.80712
C 2.44403 1.17998 3.25020
C 3.18750 0.17504 2.71556
C 2.60313 -0.66510 1.74056
C 1.33795 -0.39886 1.31593
N 0.58338 0.64279 1.77546
C -1.67439 3.65191 3.69140
C -1.87733 3.90490 5.04780
C -3.00110 4.61233 5.42058
C -3.91150 5.09187 4.46164
C -3.69697 4.88751 3.11402
C -2.57522 4.15752 2.73007
H -1.16974 2.27952 -4.35785
H -2.51720 4.40016 -4.18156
H -3.16214 5.19686 -1.90294
H -0.59300 1.06559 -2.30125
H 2.82745 1.83296 4.02133
H 4.20728 0.00442 3.03973
H 3.13128 -1.53074 1.36536
H 0.86477 -1.04232 0.58860
H -1.17229 3.54430 5.78653
H -3.19778 4.78965 6.47108
H -4.79641 5.62041 4.79408
H -4.38245 5.26434 2.36548
O -5.92245 0.09926 -3.42688
C -5.09715 0.06550 -2.54520
S -5.28814 0.85215 -0.97486
C -3.73633 0.37474 -0.29771
C -2.93349 -0.37296 -1.08371
S -1.33311 -0.87986 -0.63954
S -3.55137 -0.77744 -2.68186
S -3.28893 0.91776 1.29580
C 0.03658 -2.63466 3.77642
C -1.11413 -3.47199 3.20825
C -1.54173 -4.45141 4.30171
C -0.60252 -4.21420 1.96612
P -2.41014 -2.21189 2.56837
C -2.86263 -1.41914 4.16924
C -2.03601 -0.34144 4.50575
C -2.18050 0.33490 5.70640
C -3.19865 -0.01844 6.58179
C -4.06218 -1.04845 6.24012
C -3.89414 -1.74448 5.04879
C -3.95760 -3.20132 2.03978
C -4.36487 -4.44355 2.84221
C -3.70898 -3.63522 0.58556
C -5.11417 -2.16796 2.05852
H 0.89973 -3.27812 3.98187
H -0.24797 -2.14590 4.70826
H 0.35104 -1.87029 3.07052
H -0.65214 -4.95261 4.70293
H -2.21535 -5.22056 3.93359
H -2.02791 -3.92498 5.12689
H 0.37464 -4.66773 2.16689
H -0.49135 -3.52364 1.12443
H -1.28618 -5.01009 1.66418
H -1.27796 -0.01757 3.80078
H -1.50719 1.14815 5.94355
H -3.32650 0.51847 7.51394
H -4.87927 -1.31201 6.90202
H -4.60083 -2.52423 4.80368
H -3.74368 -5.30196 2.58362
H -5.39984 -4.70337 2.59140
H -4.30901 -4.29350 3.91865
H -3.04867 -4.50234 0.52947
H -3.25263 -2.83136 0.00877
H -4.65735 -3.90466 0.10936
H -4.75652 -1.14736 2.18774
H -5.81608 -2.37114 2.86996
H -5.67104 -2.19329 1.11823
O 1.60144 -0.25002 -1.75902
P 2.54666 0.24848 -2.79482
C 4.25784 -0.29158 -2.35938
C 5.34445 -0.17676 -3.45423
C 5.73190 -1.54747 -4.00974
C 6.30823 -2.45450 -2.90967
C 5.59594 -2.23570 -1.55865
C 4.17958 -1.72097 -1.79299
C 2.39915 2.08871 -2.83719
C 3.53345 2.89011 -3.48959
C 4.72737 3.10401 -2.55638
C 4.28421 3.72352 -1.23243
C 3.24551 2.83723 -0.54611
C 2.03101 2.64518 -1.45343
C 2.19321 -0.44327 -4.48515
C 1.13187 0.33221 -5.30333
C -0.25329 -0.28911 -5.13174
C -0.29408 -1.66696 -5.79980
C 1.01064 -2.44481 -5.53284
C 1.74566 -1.90935 -4.30346
H 4.51690 0.35541 -1.51686
H 6.24149 0.28514 -3.03187
H 5.01078 0.46813 -4.27098
H 6.46996 -1.42116 -4.80479
H 4.85401 -2.01865 -4.45993
H 7.37824 -2.26330 -2.79676
H 6.19953 -3.49633 -3.21956
H 6.14230 -1.50028 -0.95985
H 5.57465 -3.16767 -0.99135
H 3.59691 -1.70485 -0.87511
H 3.66009 -2.39085 -2.47646
H 1.49851 2.21324 -3.44299
H 3.13261 3.87261 -3.76213
H 3.85883 2.40508 -4.41580
H 5.45450 3.75432 -3.05049
H 5.22373 2.15307 -2.35393
H 3.84230 4.70834 -1.42079
H 5.15023 3.86659 -0.58113
H 2.91521 3.29204 0.39037
H 3.67845 1.86277 -0.29798
H 1.54689 3.61708 -1.60236
H 1.30222 2.00439 -0.95434
H 3.14259 -0.40777 -5.02970
H 1.40914 0.29346 -6.36216
H 1.10653 1.38605 -5.02923
H -1.01851 0.35096 -5.57385
H -0.48253 -0.39057 -4.06711
H -0.42915 -1.54146 -6.87725
H -1.15668 -2.21742 -5.42018
H 1.66825 -2.38421 -6.40618
H 0.79362 -3.50203 -5.36981
H 2.60596 -2.55139 -4.11524
H 1.08908 -1.97804 -3.43171
```

DFT total energy ... -5609.84264 a.u.
LUMO level (spin up / spin down) ... 2.074 / 2.049 eV
HOMO-LUMO gap (spin up / spin down) ... 4.948 / 4.940 eV
Charge ... -1

(6)
C5H8S | ωB97M-V with the def2-TZVPD basis set

Geometry as XYZ:
```
14
Properties=species:S:1:pos:R:3
C 1.21054 0.12723 -0.23730
C 0.59834 1.26960 -0.02749
C -0.89482 1.41443 0.00584
S -1.85444 -0.07137 -0.35649
C -0.72932 -1.25421 0.39156
C 0.58006 -1.25053 -0.35515
H 2.27559 0.19270 -0.27654
H 1.20864 2.15888 0.08759
H -1.25127 2.20294 -0.70275
H -1.02022 1.73825 1.05801
H -0.65412 -0.92742 1.47145
H -1.23090 -2.23801 0.40850
H 1.29076 -2.00359 -0.02921
H 0.47117 -1.35890 -1.43801
```

Energy above the lowest of the compared OMol25 structures with the same formula, charge and spin ... 10.1 kcal/mol
DFT total energy ... -593.47209 a.u.
SMILES ... C1=CCSCC1
LUMO level ... 0.999 eV
HOMO-LUMO gap ... 9.479 eV

(7)
C32H26AlN4O4PS | ωB97M-V with the def2-TZVPD basis set

Geometry as XYZ:
```
69
Properties=species:S:1:pos:R:3
Al -0.26180 1.27052 0.94270
O -2.30553 -2.27835 -0.04133
C -2.91139 -2.54701 1.13986
C -3.83371 -3.60235 1.14665
C -4.34432 -3.97550 2.39379
C -3.99183 -3.27247 3.57389
C -3.16034 -2.16405 3.49203
C -2.63808 -1.76675 2.24929
C -1.89847 -0.53870 2.08030
O -1.29357 -0.26404 0.91725
N -1.96040 0.36870 3.04011
N -1.37221 1.48331 2.58042
C -1.49956 2.68488 3.11489
C -1.20139 3.91309 2.39085
C -1.51914 5.11738 3.05203
C -1.63777 6.29669 2.38107
C -1.52710 6.29279 0.98548
C -1.24226 5.18753 0.27753
C -1.05037 3.97499 0.97656
O -0.71525 2.87786 0.29481
H -1.76249 -1.44903 0.06863
H -4.08431 -4.06709 0.18976
H -5.06092 -4.79419 2.41106
H -4.37011 -3.60798 4.54508
H -3.01036 -1.47775 4.31194
H -1.95914 2.78742 4.11172
H -1.72133 5.03553 4.12879
H -1.84086 7.16845 2.99873
H -1.73658 7.19560 0.45171
H -1.18213 5.12370 -0.78477
N -1.38128 0.72431 -2.68730
C -0.88695 -0.48087 -3.01859
C -1.56956 -1.29171 -3.98419
C -0.94025 -2.43823 -4.44573
C 0.37876 -2.80060 -4.04983
C 1.01789 -2.06160 -3.06101
C 0.34617 -0.95524 -2.45896
P 1.14981 -0.21396 -1.08642
C 2.70092 0.32329 -1.76403
C 2.68822 1.63605 -2.29847
C 3.82025 2.07162 -3.01510
C 4.95214 1.26964 -3.22009
C 4.93112 -0.02043 -2.67419
C 3.82646 -0.48716 -1.96288
C 1.59646 -1.53378 -0.00139
C 2.76758 -1.40456 0.73191
C 3.02668 -2.34484 1.74660
C 2.13637 -3.41783 1.95422
C 1.03678 -3.58785 1.11698
C 0.78848 -2.70843 0.08702
H -2.13566 1.04301 -3.26577
H -0.89766 1.44005 -2.10280
H -2.53569 -1.04617 -4.42064
H -1.45975 -3.09786 -5.16618
H 0.81035 -3.66012 -4.52100
H 1.96005 -2.34412 -2.61347
H 1.85891 2.38230 -2.15900
H 3.77319 3.11399 -3.35407
H 5.84971 1.65348 -3.67662
H 5.73975 -0.73448 -2.87594
H 3.79130 -1.54114 -1.70194
H 3.35909 -0.49996 0.54461
H 3.89902 -2.17438 2.34396
H 2.40166 -4.18671 2.70544
H 0.34244 -4.39995 1.27411
H -0.00763 -2.88268 -0.62642
O 3.86685 1.90089 0.92943
S 2.68543 2.24697 1.72289
N 1.40536 1.53587 1.63399
```

Energy above the lowest of the compared OMol25 structures with the same formula, charge and spin ... 0.0 kcal/mol
DFT total energy ... -2737.11493 a.u.
LUMO level ... -0.457 eV
HOMO-LUMO gap ... 7.466 eV

no.,molecular weight (g mol⁻¹),strongest force on any atom (eV Å⁻¹)
1,478.56,3.12
2,209.96,4.83
3,643.32,0.44
4,73.09,0.96
5,1045.24,1.23
6,100.19,1.46
7,620.61,3.59